This record from OMol25 describes a molecular structure, C35H37Cl2MoN5O4Si2. The level of theory is wB97M-V/def2-TZVPD.

Output
HOMO level (alpha / beta) in eV: -6.788 / -6.682
Spin multiplicity: 1
Orbital gap (alpha / beta) in Ha: 0.216 / 0.205
Total charge: 0
Lowest unoccupied orbital energy (alpha / beta) in Eh: -0.034 / -0.041

Cartesian coordinates (Å):
Mo 0.83 0.40 0.15
C 0.07 -2.35 2.58
Si 0.57 -0.73 3.34
C 2.11 -1.08 4.32
C -0.93 -0.20 4.30
N 0.95 0.52 2.14
C 1.25 1.84 2.59
C 1.36 2.22 3.94
C 1.72 3.51 4.29
C 1.98 4.45 3.30
C 1.88 4.10 1.97
C 1.51 2.80 1.59
N 1.44 2.34 0.30
Si 1.66 3.20 -1.18
C 1.20 1.85 -2.41
C 3.36 3.86 -1.50
C 0.44 4.59 -1.35
H 0.10 -3.12 3.37
H 0.75 -2.68 1.78
H -0.95 -2.32 2.19
H 1.97 -1.97 4.95
H 2.41 -0.26 4.98
H 2.93 -1.27 3.63
H -1.35 -1.05 4.86
H -1.69 0.16 3.59
H -0.75 0.61 5.01
H 1.18 1.50 4.73
H 1.81 3.78 5.34
H 2.28 5.46 3.57
H 2.10 4.82 1.19
H 1.85 0.97 -2.28
H 1.30 2.16 -3.46
H 0.15 1.55 -2.27
H 4.09 3.05 -1.62
H 3.70 4.48 -0.67
H 3.36 4.47 -2.41
H -0.58 4.24 -1.17
H 0.49 5.04 -2.35
H 0.65 5.39 -0.62
C -2.20 -2.33 -5.89
O -3.01 -3.25 -5.16
C -3.77 -2.75 -4.17
C -3.79 -1.41 -3.78
C -4.58 -1.01 -2.72
C -5.39 -1.92 -2.05
C -5.41 -3.24 -2.49
C -4.60 -3.66 -3.52
N -6.29 -1.56 -0.98
N -5.97 -0.71 -0.14
C -4.62 -0.22 -0.02
C -4.47 1.11 0.26
C -3.21 1.75 0.34
C -2.09 1.01 0.18
O -0.85 1.47 0.21
C -2.21 -0.39 -0.02
N -1.00 -1.01 -0.15
C -1.03 -2.30 -0.38
C -2.22 -3.06 -0.36
C -3.42 -2.44 -0.17
C -3.45 -1.03 -0.09
H -1.72 -2.90 -6.68
H -1.44 -1.87 -5.26
H -2.81 -1.54 -6.35
H -3.18 -0.68 -4.29
H -4.59 0.03 -2.41
H -6.06 -3.95 -1.97
H -4.58 -4.70 -3.84
H -5.39 1.69 0.35
H -3.13 2.81 0.52
H -0.08 -2.78 -0.56
H -2.16 -4.13 -0.47
H -4.32 -3.03 -0.08
Cl 7.55 -3.17 0.30
C 6.19 -2.08 0.20
C 6.42 -0.69 0.29
C 5.40 0.20 0.21
Cl 5.71 1.89 0.36
C 4.04 -0.24 0.03
O 3.10 0.60 -0.11
C 3.85 -1.65 0.00
C 2.54 -2.12 -0.09
O 1.56 -1.35 -0.04
C 4.94 -2.56 0.07
H 7.44 -0.32 0.42
H 2.34 -3.18 -0.20
H 4.75 -3.63 0.03

Here are the Mulliken charges for atoms 1 to 4, given in e: atom 1 (Mo): -0.567, atom 2 (C): -0.701, atom 3 (Si): -0.138, atom 4 (C): -1.082

---

This record from OMol25 describes a molecular structure, C46H49NO3S2TeTl. The level of theory is wB97M-V/def2-TZVPD.

Output
Energy relative to the best compared isomer or geometry (same formula, charge and spin) in kcal/mol: 3.8
HOMO level (alpha / beta) in eV: -6.740 / -7.199
Spin multiplicity: 2
Orbital gap (alpha / beta) in Ha: 0.258 / 0.249
Expectation value of S²: 0.76
Total charge: 0
Lowest unoccupied orbital energy (alpha / beta) in Eh: 0.011 / -0.016

Cartesian coordinates (Å):
Tl 0.09 -1.77 1.85
C -2.45 1.44 2.89
C -1.56 0.55 3.71
C -0.25 0.92 4.02
C 0.54 0.12 4.83
C 0.04 -1.07 5.34
C -1.25 -1.46 5.03
C -2.05 -0.66 4.22
H -3.18 1.95 3.52
H -2.99 0.86 2.15
H -1.87 2.20 2.37
H 0.15 1.84 3.61
H 1.55 0.42 5.06
H 0.66 -1.70 5.97
H -1.65 -2.39 5.40
H -3.05 -0.97 3.97
O 2.83 -0.78 2.25
S 3.54 0.42 2.78
C 5.00 0.59 1.73
C 4.59 0.79 0.26
C 4.96 -0.38 -0.66
C 4.03 -1.59 -0.61
S 2.53 -1.25 -1.57
O 1.62 -0.48 -0.66
C 1.85 -2.91 -1.66
C 2.58 -3.98 -2.17
C 1.98 -5.22 -2.27
C 0.66 -5.39 -1.86
C -0.07 -4.32 -1.38
C 0.53 -3.06 -1.29
C 4.38 -0.08 4.27
C 4.30 -1.41 4.66
C 4.92 -1.80 5.84
C 5.61 -0.87 6.61
C 5.67 0.46 6.22
C 5.05 0.86 5.05
H 5.61 -0.30 1.88
H 5.56 1.45 2.12
H 5.08 1.69 -0.11
H 3.52 0.97 0.19
H 5.98 -0.71 -0.42
H 5.00 -0.01 -1.69
H 3.70 -1.83 0.40
H 4.51 -2.46 -1.06
H 3.61 -3.85 -2.50
H 2.54 -6.06 -2.66
H 0.20 -6.37 -1.93
H -1.09 -4.44 -1.05
H -0.05 -2.21 -0.96
H 3.75 -2.10 4.05
H 4.87 -2.83 6.16
H 6.09 -1.18 7.53
H 6.20 1.18 6.82
H 5.07 1.90 4.74
C -2.82 6.48 -4.38
C -2.51 5.25 -3.57
C -3.26 4.09 -3.70
C -2.99 2.95 -2.95
C -3.86 1.74 -3.17
C -1.91 2.95 -2.05
Te -1.49 1.19 -0.82
N -1.71 -0.87 0.32
C -2.55 -1.86 0.51
O -2.13 -2.96 0.99
C -4.01 -1.76 0.15
C -4.70 -2.95 -0.07
C -6.04 -2.92 -0.42
C -6.71 -1.71 -0.52
C -6.04 -0.53 -0.27
C -4.69 -0.55 0.06
C -1.08 0.03 -2.54
C -1.87 -1.08 -2.79
C -1.65 -1.88 -3.91
C -0.62 -1.56 -4.78
C 0.17 -0.45 -4.52
C -0.03 0.36 -3.41
C 0.87 1.54 -3.20
C -1.15 4.12 -1.90
C 0.02 4.25 -0.95
C -1.46 5.24 -2.66
H -3.70 6.33 -5.00
H -1.99 6.73 -5.04
H -3.00 7.34 -3.74
H -4.09 4.07 -4.39
H -4.78 2.01 -3.69
H -4.13 1.26 -2.22
H -3.34 0.98 -3.77
H -4.17 -3.88 0.03
H -6.57 -3.85 -0.60
H -7.76 -1.69 -0.78
H -6.55 0.42 -0.34
H -4.15 0.37 0.23
H -2.69 -1.32 -2.12
H -2.28 -2.74 -4.09
H -0.43 -2.18 -5.65
H 0.99 -0.21 -5.20
H 1.83 1.38 -3.69
H 1.05 1.71 -2.14
H 0.42 2.45 -3.61
H 0.22 3.34 -0.39
H -0.16 5.05 -0.24
H 0.92 4.51 -1.51
H -0.86 6.14 -2.54

Here are the Mulliken charges for atoms 1 to 4, given in e: atom 1 (Tl): 0.902, atom 2 (C): -1.139, atom 3 (C): 0.795, atom 4 (C): -0.419

---

This record from OMol25 describes a molecular structure, C32H21F4N12O3PReS. The level of theory is wB97M-V/def2-TZVPD.

Output
Energy relative to the best compared isomer or geometry (same formula, charge and spin) in kcal/mol: 31.4
HOMO level (alpha / beta) in eV: -13.656 / -13.630
Spin multiplicity: 2
Orbital gap (alpha / beta) in Ha: 0.199 / 0.195
Expectation value of S²: 0.92
Total charge: +2
Lowest unoccupied orbital energy (alpha / beta) in Eh: -0.303 / -0.306

Cartesian coordinates (Å):
Re 0.93 -0.41 1.31
O 4.80 -1.46 0.80
C 3.79 -0.81 0.91
O 2.76 -1.15 1.64
C 3.56 0.46 0.13
C 4.64 1.09 -0.50
C 4.38 2.17 -1.30
C 3.05 2.62 -1.47
C 2.73 3.70 -2.32
C 1.44 4.08 -2.50
C 0.40 3.40 -1.82
C 0.68 2.36 -0.98
C 2.01 1.93 -0.78
N 2.30 0.87 0.02
H 5.63 0.69 -0.35
H 5.18 2.68 -1.82
H 3.54 4.21 -2.82
H 1.19 4.91 -3.16
H -0.62 3.71 -1.98
H -0.11 1.84 -0.46
C 2.22 -6.75 2.79
C 1.27 -5.65 3.08
N 0.19 -5.73 3.77
N -0.34 -4.50 3.76
C 0.40 -3.63 3.06
S -0.10 -1.98 2.95
N 1.44 -4.35 2.62
N 2.47 -3.95 1.80
H 1.82 -7.67 3.20
H 3.19 -6.56 3.27
H 2.38 -6.86 1.72
H -1.19 -4.30 4.26
H 2.72 -2.98 2.00
H 3.27 -4.55 1.96
F -5.53 2.87 1.48
C -5.16 2.55 0.26
C -5.93 2.95 -0.79
F -7.00 3.66 -0.56
C -5.60 2.61 -2.15
C -4.38 1.88 -2.33
C -3.61 1.52 -1.28
F -2.48 0.85 -1.51
C -3.96 1.80 0.07
C -3.15 1.38 1.13
C -1.92 0.74 0.99
N -0.87 0.27 1.01
C -3.50 1.55 2.51
N -3.72 1.62 3.64
F -3.98 1.56 -3.54
C -6.41 2.97 -3.22
C -7.60 3.74 -3.08
N -8.56 4.39 -3.05
C -6.14 2.60 -4.56
N -5.97 2.31 -5.66
C 1.68 -0.79 -2.77
P 0.95 -2.12 -1.79
C 1.97 -3.58 -1.98
C -0.70 -2.47 -2.41
O 0.84 -1.76 -0.31
H 1.71 -1.07 -3.82
H 2.70 -0.62 -2.42
H 1.09 0.12 -2.65
H 1.91 -3.96 -3.00
H 1.62 -4.34 -1.29
H 3.01 -3.33 -1.75
H -0.65 -2.84 -3.44
H -1.31 -1.57 -2.38
H -1.16 -3.24 -1.78
N 1.10 0.91 2.70
C 1.25 1.81 3.45
C 1.39 2.87 4.26
C 0.35 3.83 4.32
N -0.50 4.61 4.35
C 2.59 3.07 5.00
N 3.58 3.24 5.57

Here are the Mulliken charges for atoms 1 to 4, given in e: atom 1 (Re): 1.934, atom 2 (O): -0.610, atom 3 (C): 0.263, atom 4 (O): -0.945

---

This record from OMol25 describes C5H8O in the gas phase. The level of theory is wB97M-V/def2-TZVPD.

Output
Energy relative to the best compared isomer or geometry (same formula, charge and spin) in kcal/mol: 36.1
HOMO level in eV: -9.467
Spin multiplicity: 1
Orbital gap in Ha: 0.361
Total charge: 0
Lowest unoccupied orbital energy in Eh: 0.013
SMILES string: CC(C)=CC=O

Cartesian coordinates (Å):
C -1.09 1.40 -0.06
C -0.86 -0.04 -0.03
C -2.03 -0.93 0.01
C 0.36 -0.62 -0.01
C 1.53 0.24 0.13
O 2.63 -0.25 -0.09
H -0.50 1.97 -0.85
H -2.18 1.59 -0.25
H -0.79 1.91 0.88
H -1.97 -1.76 -0.69
H -3.00 -0.42 -0.18
H -2.10 -1.25 1.17
H 0.63 -1.71 -0.06
H 1.35 1.36 0.46

Here are the Mulliken charges for atoms 1 to 4, given in e: atom 1 (C): -1.485, atom 2 (C): 1.154, atom 3 (C): -1.295, atom 4 (C): -0.341

---

This record from OMol25 describes 7 unconnected molecules or ions with the total composition C24H66ClN6O10. The level of theory is wB97M-V/def2-TZVPD.

Output
Energy relative to the best compared isomer or geometry (same formula, charge and spin) in kcal/mol: 15.8
HOMO level (alpha / beta) in eV: -8.490 / -8.489
Spin multiplicity: 2
Orbital gap (alpha / beta) in Ha: 0.329 / 0.139
Expectation value of S²: 0.76
Total charge: 0
Lowest unoccupied orbital energy (alpha / beta) in Eh: 0.017 / -0.173

Cartesian coordinates (Å):
Cl -0.79 0.69 1.57
O -1.82 1.01 2.52
O -1.34 0.59 0.28
O 0.24 1.70 1.61
O -0.31 -0.66 1.73
C -1.50 4.20 -1.08
C -0.22 3.78 -1.91
C 1.10 4.30 -1.29
O 2.25 3.70 -1.93
C 3.46 4.39 -1.61
N -0.25 2.38 -2.14
H -1.80 3.55 -0.26
H -2.35 4.21 -1.77
H -1.54 5.24 -0.77
H -0.50 4.19 -2.88
H 1.21 4.14 -0.22
H 1.16 5.39 -1.39
H 3.73 4.22 -0.57
H 3.42 5.44 -1.88
H 4.34 3.99 -2.10
H -0.54 2.01 -1.25
H -1.04 2.25 -2.76
C -1.14 5.70 3.06
C -0.03 5.52 1.98
C 0.73 6.81 1.57
O -0.16 7.61 0.83
C 0.22 8.97 0.52
N 1.05 4.69 2.53
H -1.97 6.31 2.69
H -0.81 6.05 4.04
H -1.59 4.72 3.20
H -0.39 4.93 1.15
H 1.64 6.43 1.11
H 0.96 7.32 2.51
H -0.53 9.36 -0.15
H 1.15 9.17 -0.01
H 0.21 9.69 1.34
H 1.27 4.78 3.51
H 0.96 3.74 2.22
C -2.23 -2.36 4.49
C -2.49 -3.38 3.33
C -3.60 -4.55 3.67
O -3.52 -5.13 4.96
C -2.63 -6.24 5.10
N -2.75 -2.54 2.17
H -3.07 -1.77 4.84
H -1.33 -1.80 4.24
H -1.99 -3.00 5.34
H -1.63 -4.03 3.14
H -3.75 -5.24 2.84
H -4.59 -4.10 3.71
H -2.76 -7.04 4.38
H -2.65 -6.59 6.13
H -1.61 -5.87 4.96
H -2.03 -1.92 1.85
H -3.41 -1.85 2.52
C -2.12 -4.53 -2.05
C -2.34 -2.97 -1.99
C -3.89 -2.73 -1.93
O -4.43 -3.08 -3.27
C -5.80 -3.24 -3.23
N -1.71 -2.29 -0.85
H -2.32 -4.91 -1.05
H -1.05 -4.69 -2.09
H -2.73 -5.01 -2.81
H -2.04 -2.62 -2.98
H -4.05 -1.67 -1.74
H -4.36 -3.29 -1.12
H -6.26 -2.26 -3.13
H -6.14 -3.86 -2.41
H -6.30 -3.64 -4.12
H -2.17 -2.60 0.00
H -1.86 -1.29 -0.81
C 3.95 -0.20 0.25
C 3.50 0.80 -0.86
C 4.40 0.67 -2.06
O 3.77 1.55 -3.05
C 4.48 1.92 -4.18
N 2.04 0.72 -1.14
H 5.02 -0.41 0.30
H 3.63 -1.20 -0.02
H 3.48 0.12 1.18
H 3.76 1.77 -0.45
H 4.41 -0.37 -2.40
H 5.42 0.97 -1.82
H 5.18 2.70 -3.90
H 3.87 2.31 -4.99
H 5.10 1.11 -4.55
H 1.57 1.09 -0.33
H 2.02 -0.25 -0.85
C 0.92 -4.10 0.85
C 1.86 -3.67 -0.25
C 1.86 -4.64 -1.38
O 3.06 -4.72 -2.17
C 3.25 -5.71 -3.14
N 1.42 -2.33 -0.71
H 0.98 -5.13 1.20
H -0.10 -3.98 0.48
H 1.04 -3.41 1.68
H 2.90 -3.50 0.01
H 1.04 -4.66 -2.10
H 1.67 -5.61 -0.93
H 3.63 -6.54 -2.55
H 3.97 -5.47 -3.92
H 2.29 -6.09 -3.47
H 1.33 -1.76 0.12
H 0.43 -2.37 -0.93

Here are the Mulliken charges for atoms 1 to 4, given in e: atom 1 (Cl): 1.709, atom 2 (O): -0.741, atom 3 (O): -0.849, atom 4 (O): -0.569

---

This record from OMol25 describes a molecular structure, C9H10BrN3O10SV. The level of theory is wB97M-V/def2-TZVPD.

Output
HOMO level (alpha / beta) in eV: -10.226 / -10.227
Spin multiplicity: 2
Orbital gap (alpha / beta) in Ha: 0.286 / 0.312
Expectation value of S²: 0.77
Total charge: 0
Lowest unoccupied orbital energy (alpha / beta) in Eh: -0.090 / -0.064

Cartesian coordinates (Å):
V 0.30 1.30 1.01
C 1.15 5.78 1.04
O 0.22 5.26 0.02
C -0.14 4.00 0.20
O -0.15 3.38 1.31
N -0.49 3.37 -1.02
N -0.20 2.02 -1.12
H 2.07 5.23 0.79
H 0.88 5.61 2.04
H 1.32 6.80 0.71
H -0.16 3.90 -1.86
H 0.73 1.87 -1.60
H -0.98 1.57 -1.50
O 3.75 -0.05 0.06
S 2.50 0.53 -0.34
O 2.29 0.77 -1.70
O 1.24 -0.23 0.18
O 2.11 1.83 0.46
O -2.36 -0.02 -1.16
C -1.66 -0.48 -0.32
O -1.22 0.32 0.70
C -1.38 -1.98 -0.16
C -1.81 -2.82 -1.12
C -1.49 -4.18 -1.10
C -0.73 -4.72 -0.08
C -0.37 -3.87 0.98
C -0.66 -2.55 0.94
N -0.41 -6.13 -0.08
O -0.19 -6.78 -1.09
O -0.40 -6.64 0.99
H -2.43 -2.44 -1.94
H -1.94 -4.82 -1.86
H 0.26 -4.34 1.68
H -0.23 -1.92 1.75
Br 0.60 0.44 3.20

Here are the Mulliken charges for atoms 1 to 4, given in e: atom 1 (V): 1.080, atom 2 (C): -0.674, atom 3 (O): -0.373, atom 4 (C): 0.984

---

This record from OMol25 describes 2 unconnected molecules or ions with the total composition C5H8N3O. The level of theory is wB97M-V/def2-TZVPD.

Output
Energy relative to the best compared isomer or geometry (same formula, charge and spin) in kcal/mol: 12.4
HOMO level in eV: -14.172
Spin multiplicity: 1
Orbital gap in Ha: 0.411
Total charge: +1
Lowest unoccupied orbital energy in Eh: -0.110

Cartesian coordinates (Å):
C 0.47 -1.49 -0.80
C 1.26 -0.47 -1.10
C 0.76 -0.27 1.04
C -3.36 0.22 0.21
C 2.22 1.49 0.09
N 0.12 -1.37 0.57
N 1.44 0.28 0.07
N -4.46 0.31 -0.16
O -2.19 0.30 0.16
H -0.04 -2.33 -1.42
H 1.72 -0.13 -1.96
H 1.53 2.21 0.26
H 3.10 1.56 0.83
H 2.59 1.62 -1.00
H -0.49 -1.97 1.03
H 0.71 0.16 2.08
H -5.37 -0.11 0.09

Here are the Mulliken charges for atoms 1 to 4, given in e: atom 1 (C): -0.449, atom 2 (C): -0.122, atom 3 (C): -0.049, atom 4 (C): 0.419

---

In order of appearance, max |F| = 3.63 0.36 1.75 3.24 4.40 3.54 5.39 eV/A.